No. 1
Molecular formula: C49H73BBr2CdGe2N7OS3SeSi
Method: DFT, ωB97M-V/def2-TZVPD

Results
HOMO energy ... -4.3634 eV
LUMO level ... 2.1 eV
Total charge ... -1

Each line ends with the Löwdin charge.
Positions of all 141 atoms, in Å:
Cd 0.09 -0.62 -0.05  0.92
C 1.07 -0.27 3.93  -0.08
C 2.35 -0.95 4.42  -0.54
C 2.12 -2.38 4.88  -0.04
C 2.87 -0.09 5.58  -0.05
N 3.37 -0.95 3.33  -0.01
C 4.66 -0.47 3.51  -0.07
C 5.20 -0.32 2.30  -0.08
N 4.27 -0.73 1.36  0.03
B 4.49 -0.27 -0.10  -0.59
N 4.46 1.28 -0.22  0.02
C 5.15 1.84 -1.29  -0.08
C 4.92 3.16 -1.31  -0.06
N 4.06 3.44 -0.25  -0.01
C 3.78 2.27 0.43  -0.73
S 2.82 2.14 1.81  0.67
C 3.56 4.80 0.07  -0.54
C 3.90 5.73 -1.10  -0.06
C 4.30 5.30 1.32  -0.05
C 2.04 4.83 0.27  -0.08
N 3.56 -0.93 -1.18  0.03
C 4.03 -2.07 -1.80  -0.06
C 3.47 -2.14 -3.02  -0.06
N 2.62 -1.06 -3.16  -0.02
C 2.66 -0.34 -2.00  -0.70
S 1.59 0.94 -1.55  0.58
C 2.16 -0.61 -4.52  -0.54
C 0.83 0.15 -4.53  -0.12
C 3.27 0.30 -5.07  -0.03
C 2.00 -1.85 -5.39  -0.05
C 3.17 -1.17 2.00  -0.70
S 1.94 -2.15 1.28  0.53
H 0.39 -0.14 4.77  0.09
H 0.58 -0.85 3.15  0.01
H 1.31 0.71 3.52  0.03
H 1.41 -2.39 5.72  0.09
H 3.06 -2.83 5.21  0.08
H 1.71 -2.98 4.07  0.06
H 2.05 0.05 6.28  0.09
H 3.20 0.89 5.22  0.09
H 3.69 -0.57 6.11  0.08
H 5.07 -0.23 4.48  0.11
H 6.16 0.07 2.01  0.12
H 5.62 -0.59 -0.40  0.12
H 5.74 1.22 -1.95  0.12
H 5.29 3.90 -1.99  0.10
H 4.97 5.85 -1.24  0.08
H 3.48 6.71 -0.89  0.08
H 3.46 5.35 -2.03  0.09
H 5.38 5.32 1.15  0.08
H 4.08 4.64 2.16  0.05
H 3.96 6.31 1.57  0.09
H 1.56 3.99 -0.24  0.04
H 1.63 5.76 -0.15  0.08
H 1.77 4.77 1.32  0.05
H 4.73 -2.73 -1.32  0.13
H 3.58 -2.90 -3.77  0.11
H 0.92 1.12 -4.05  0.01
H 0.06 -0.43 -4.02  -0.03
H 0.55 0.29 -5.57  0.09
H 3.38 1.17 -4.42  0.08
H 3.00 0.65 -6.07  0.09
H 4.22 -0.23 -5.12  0.08
H 1.35 -2.57 -4.88  0.05
H 2.95 -2.32 -5.64  0.08
H 1.52 -1.56 -6.33  0.09
Br 0.17 4.08 -3.07  0.78
C -1.19 2.81 -3.38  -0.61
C -1.59 2.58 -4.71  -0.18
C -2.62 1.74 -5.00  -0.63
Br -3.10 1.45 -6.82  0.74
C -3.35 1.12 -3.96  -0.18
C -4.50 0.30 -4.11  -0.02
C -5.16 -0.15 -3.01  -0.03
C -4.69 0.20 -1.73  -0.12
N -3.60 0.91 -1.56  0.10
C -2.93 1.36 -2.64  -0.14
C -1.78 2.16 -2.32  -0.38
O -1.37 2.25 -1.08  -0.23
H -1.07 3.10 -5.51  0.10
H -4.84 0.05 -5.11  0.08
H -6.04 -0.77 -3.10  0.11
H -5.20 -0.11 -0.83  0.11
C -3.93 4.53 1.42  -0.17
C -3.66 3.73 0.13  -0.31
Ge -2.53 2.16 0.46  0.90
C -1.00 2.68 1.59  -0.32
C -1.21 2.45 3.08  -0.17
C -3.59 0.92 1.55  -0.23
C -3.42 -0.32 2.02  -0.36
Ge -2.07 -1.54 1.15  0.80
C -1.77 -3.23 2.21  -0.39
C -1.78 -3.30 3.75  -0.16
C -3.14 -2.37 -0.32  -0.44
C -4.60 -2.77 -0.08  -0.19
C -4.33 -0.76 3.12  -0.24
C -4.88 -2.04 3.17  -0.07
C -5.75 -2.42 4.18  -0.09
C -6.06 -1.53 5.20  -0.11
C -5.50 -0.26 5.19  -0.09
C -4.65 0.12 4.16  -0.05
H -4.53 5.42 1.22  0.06
H -3.00 4.85 1.88  0.06
H -4.47 3.92 2.15  0.06
H -3.13 4.36 -0.60  0.07
H -4.59 3.42 -0.33  0.06
H -0.79 3.74 1.38  0.06
H -0.13 2.13 1.23  0.00
H -2.04 3.04 3.47  0.06
H -0.31 2.72 3.64  0.06
H -1.43 1.40 3.29  0.05
H -4.44 1.50 1.95  0.06
H -0.80 -3.59 1.85  0.02
H -2.51 -3.93 1.82  0.04
H -2.74 -3.02 4.17  0.04
H -1.04 -2.64 4.19  0.04
H -1.55 -4.31 4.09  0.07
H -2.57 -3.25 -0.61  0.00
H -3.06 -1.70 -1.18  -0.01
H -4.68 -3.66 0.54  0.06
H -5.09 -3.00 -1.03  0.06
H -5.18 -1.98 0.41  0.04
H -4.63 -2.75 2.39  0.08
H -6.17 -3.42 4.19  0.10
H -6.73 -1.83 6.00  0.09
H -5.72 0.44 5.99  0.10
H -4.20 1.10 4.17  0.10
C 1.62 -5.06 -1.99  -0.23
Si -0.09 -4.50 -2.56  0.04
C -0.31 -5.00 -4.37  -0.25
C -1.34 -5.50 -1.58  -0.24
Se -0.33 -2.29 -2.42  0.27
H 1.62 -6.13 -1.75  0.02
H 1.92 -4.50 -1.11  0.00
H 2.37 -4.89 -2.77  0.01
H -0.62 -6.05 -4.46  0.02
H 0.63 -4.88 -4.93  0.01
H -1.06 -4.37 -4.84  0.02
H -1.24 -6.56 -1.82  0.02
H -2.37 -5.19 -1.81  0.02
H -1.19 -5.37 -0.50  0.02

***

No. 2
Molecular formula: C4H7N3
Method: DFT, ωB97M-V/def2-TZVPD

Results
HOMO energy ... -9.5999 eV
SMILES ... [H]/N=C(\C#N)NCC
LUMO level ... 0.8 eV
Relative energy (zero: lowest compared OMol25 entry of this formula, charge and spin) ... 19.5 kcal/mol

Each line ends with the Löwdin charge.
Positions of all 14 atoms, in Å:
C 1.94 0.82 -0.42  -0.11
C 0.97 0.21 0.57  -0.22
N -0.16 -0.36 -0.28  0.02
C -1.47 -0.18 0.03  -0.48
N -1.79 0.51 1.06  0.13
C -2.50 -0.78 -0.85  -0.13
N -3.41 -1.19 -1.43  0.15
H 1.30 1.52 -0.95  0.08
H 2.32 0.07 -1.11  0.07
H 2.78 1.39 0.00  0.08
H 0.71 1.04 1.25  0.11
H 1.33 -0.58 1.24  0.11
H 0.01 -1.05 -1.01  0.14
H -2.79 0.62 1.12  0.05

***

No. 3
Molecular formula: C8H4NO3PS2
Method: DFT, ωB97M-V/def2-TZVPD

Results
HOMO energy ... 0.0275 eV
SMILES ... [O-]C(=S)OP([O-])c1nc2ccccc2s1
LUMO level ... 4.9 eV
Relative energy (zero: lowest compared OMol25 entry of this formula, charge and spin) ... 23.1 kcal/mol
Total charge ... -2

Each line ends with the Löwdin charge.
Positions of all 19 atoms, in Å:
C -2.97 0.63 -0.43  -0.17
C -3.22 -0.39 0.50  -0.15
C -1.74 0.88 -0.92  -0.04
C -2.18 -1.21 0.94  -0.13
C -0.65 0.01 -0.52  -0.30
C -0.93 -1.05 0.37  -0.54
C 1.38 -0.76 -0.35  -0.63
C 3.53 1.51 0.20  -1.22
N 0.64 0.12 -0.92  0.06
O 2.76 1.38 1.17  -0.13
O 3.52 -1.85 0.68  -0.53
O 3.84 0.47 -0.61  -0.40
P 3.18 -1.18 -0.54  0.56
S 4.36 2.93 -0.20  0.28
S 0.49 -1.96 0.67  0.97
H -3.80 1.29 -0.91  0.11
H -4.32 -0.50 0.73  0.09
H -1.48 1.56 -1.65  0.08
H -2.43 -1.86 1.79  0.09

***

No. 4
Molecular formula: C6H13NO
Method: DFT, ωB97M-V/def2-TZVPD

Results
HOMO energy ... -7.6437 eV
LUMO level ... -0.3 eV
Relative energy (zero: lowest compared OMol25 entry of this formula, charge and spin) ... 147.2 kcal/mol

Each line ends with the Löwdin charge.
Positions of all 21 atoms, in Å:
C 0.66 -0.12 -2.14  -0.11
N -0.15 0.78 -1.30  -0.04
C -0.62 0.21 -0.04  -0.24
C 0.03 0.58 1.25  -0.38
C 0.23 2.06 1.48  -0.08
C 1.38 -0.17 1.33  -0.04
C -1.23 -1.06 -0.02  -0.25
O -0.73 -2.28 -0.42  -0.03
H 0.98 0.42 -3.02  0.08
H 1.55 -0.38 -1.59  0.07
H 0.17 -1.01 -2.51  0.06
H -1.02 1.01 -1.76  0.10
H -1.21 -1.57 -1.18  0.15
H -0.57 0.11 2.04  0.14
H -0.65 2.61 1.22  0.07
H 0.57 2.33 2.46  0.07
H 0.92 2.44 0.72  0.08
H 1.99 0.15 0.50  0.07
H 1.24 -1.23 1.50  0.08
H 1.86 0.16 2.25  0.08
H -2.10 -1.12 0.63  0.12

***

No. 5
Molecular formula: C5H11N
Method: DFT, ωB97M-V/def2-TZVPD

Results
HOMO energy ... -7.6444 eV
SMILES ... CC/C=C(/C)N
LUMO level ... 1.1 eV
Relative energy (zero: lowest compared OMol25 entry of this formula, charge and spin) ... 54.6 kcal/mol

Each line ends with the Löwdin charge.
Positions of all 17 atoms, in Å:
C 2.07 1.42 1.33  -0.15
C 0.75 0.70 1.00  -0.31
N -1.54 -0.91 0.53  0.07
C -0.66 -0.57 -0.61  -0.35
C 0.33 0.42 -0.48  -0.08
C -0.96 -1.24 -1.93  -0.08
H 2.30 1.96 0.32  0.08
H 2.10 2.22 2.13  0.07
H 2.93 0.74 1.57  0.07
H -0.05 1.41 1.43  0.11
H 0.72 -0.28 1.62  0.12
H -1.26 -0.32 1.28  0.02
H -2.51 -1.08 0.22  0.09
H 0.56 1.24 -1.13  0.08
H -0.74 -0.49 -2.77  0.09
H -0.35 -2.15 -2.29  0.11
H -2.03 -1.26 -2.01  0.05

***

No. 6
Molecular formula: C5H20CdN11O8
Method: DFT, ωB97M-V/def2-TZVPD

Results
HOMO energy ... -10.2126 eV
LUMO level ... -2.4 eV
Relative energy (zero: lowest compared OMol25 entry of this formula, charge and spin) ... 0.0 kcal/mol
Total charge ... +1

Each line ends with the Löwdin charge.
Positions of all 45 atoms, in Å:
Cd -0.18 -0.20 -0.53  1.32
N -0.64 -0.19 -3.69  -0.63
O -0.36 -0.53 -2.54  -0.16
O -1.38 -0.82 -4.44  0.03
O -0.17 0.87 -4.06  -0.03
C -2.63 -1.37 1.01  -0.73
O -1.91 -0.93 0.12  -0.06
N -3.85 -1.02 1.10  0.19
N -2.35 -2.18 1.98  0.20
H -4.53 -1.31 1.79  0.13
H -4.17 -0.53 0.27  0.14
H -2.94 -2.34 2.78  0.13
H -1.38 -2.48 2.06  0.10
C 2.77 0.75 -1.24  -0.72
O 1.70 0.46 -0.83  -0.02
N 3.41 0.11 -2.19  0.19
N 3.51 1.79 -0.93  0.18
H 4.28 0.50 -2.51  0.12
H 3.12 -0.81 -2.50  0.12
H 3.03 2.52 -0.42  0.12
H 4.41 1.99 -1.35  0.12
C 0.11 0.73 2.68  -0.77
O 0.39 0.34 1.57  -0.01
N 0.03 1.92 3.09  0.19
N -0.20 -0.04 3.70  0.17
H 0.50 2.60 2.51  0.14
H -0.16 2.08 4.07  0.13
H -0.48 0.34 4.59  0.12
H -0.13 -1.03 3.56  0.11
C 1.31 -2.96 -0.06  -0.72
O 0.49 -2.06 -0.13  -0.05
N 1.63 -3.52 1.06  0.19
N 2.11 -3.35 -1.00  0.20
H 1.26 -3.17 1.94  0.12
H 2.25 -4.31 0.96  0.12
H 2.07 -2.78 -1.83  0.12
H 2.87 -3.99 -0.80  0.13
C -1.48 2.69 -0.97  -0.67
O -1.03 1.59 -0.71  -0.06
N -2.21 3.49 -0.28  0.19
N -1.29 3.18 -2.24  0.18
H -2.49 3.17 0.64  0.13
H -2.69 4.26 -0.72  0.13
H -1.60 4.07 -2.60  0.11
H -0.98 2.48 -2.90  0.08